Entry 1:
Computed, not measured: a molecular structure, C32H36O2P2Se2Sr at a distorted geometry, with ωB97M-V/def2-TZVPD.

Values from the calculation:
Kohn-Sham gap, eV: 7.90
ΔE to the lowest compared entry with this formula, charge and spin, kcal/mol: 81.6
Calculated total energy, Ha: -6907.67850

```
75
C32H36O2P2Se2Sr (ωB97M-V/def2-TZVPD)
Sr 1.43 -1.16 0.26
C -0.72 -1.40 3.90
C -2.03 -1.47 3.15
P -1.85 -0.88 1.40
C -3.26 -1.73 0.62
C -3.18 -3.12 0.54
C -4.19 -3.85 -0.07
C -5.28 -3.19 -0.62
C -5.34 -1.81 -0.58
C -4.34 -1.08 0.04
C -2.39 0.86 1.56
C -1.47 1.84 1.20
C -1.77 3.19 1.38
C -3.00 3.56 1.90
C -3.92 2.59 2.26
C -3.62 1.24 2.09
C -0.28 0.05 4.18
P 1.27 0.38 3.24
C 1.59 2.15 3.50
C 1.09 2.88 4.57
C 1.39 4.23 4.70
C 2.19 4.86 3.76
C 2.68 4.15 2.68
C 2.37 2.80 2.54
C 2.51 -0.43 4.31
C 2.78 -1.78 4.07
C 3.67 -2.47 4.88
C 4.31 -1.82 5.92
C 4.06 -0.47 6.15
C 3.16 0.21 5.35
H 0.04 -1.90 3.28
H -0.76 -1.97 4.83
H -2.81 -0.89 3.64
H -2.37 -2.51 3.10
H -2.30 -3.63 0.93
H -4.11 -4.92 -0.11
H -6.07 -3.76 -1.10
H -6.18 -1.29 -1.03
H -4.40 0.01 0.05
H -0.50 1.55 0.79
H -1.04 3.94 1.11
H -3.24 4.61 2.03
H -4.88 2.87 2.67
H -4.34 0.49 2.39
H -0.17 0.24 5.25
H -1.02 0.76 3.79
H 0.47 2.41 5.32
H 1.00 4.79 5.54
H 2.42 5.92 3.86
H 3.29 4.64 1.93
H 2.74 2.24 1.69
H 2.31 -2.29 3.23
H 3.86 -3.52 4.68
H 5.02 -2.36 6.55
H 4.57 0.04 6.96
H 2.98 1.26 5.54
O 3.41 -0.69 0.76
C 3.76 -1.66 -0.24
C 2.65 -2.22 -1.28
C 3.50 -2.71 -2.42
O 4.52 -3.63 -2.09
C 1.68 -1.16 -1.97
Se 2.27 0.72 -1.68
C 1.85 -3.48 -0.79
Se 0.82 -3.65 0.93
H 3.12 0.05 0.10
H 4.18 -2.54 0.25
H 4.53 -1.18 -0.86
H 3.91 -1.83 -2.94
H 2.85 -3.25 -3.12
H 5.23 -3.17 -1.62
H 0.64 -1.29 -1.63
H 1.66 -1.37 -3.04
H 2.56 -4.30 -0.76
H 1.15 -3.70 -1.60
```

Atom charges from the Löwdin analysis, given in e for atoms 1 to 6: number 1, Sr, carries 0.962; number 2, C, carries -0.318; number 3, C, carries -0.327; number 4, P, carries 1.038; number 5, C, carries -0.374; number 6, C, carries -0.114



Entry 2:
Computed, not measured: a molecular structure, C11H22Cu2N10O9 at a distorted geometry, with ωB97M-V/def2-TZVPD.

Values from the calculation:
Kohn-Sham gap (spin up / spin down), eV: 8.20 / 4.34
Net charge: +2
Calculated total energy, Ha: -4937.27074
Spin multiplicity: 3

```
54
C11H22Cu2N10O9 (ωB97M-V/def2-TZVPD)
Cu 3.46 -0.03 1.95
Cu -0.45 3.72 2.70
N 0.79 1.01 0.47
O -0.08 0.74 -0.40
O 1.91 0.41 0.34
O 0.58 1.72 1.44
N 1.77 1.84 4.28
O 2.68 1.31 3.60
O 1.38 1.28 5.32
O 1.17 2.88 3.90
C -2.77 3.02 0.47
O -1.80 3.44 1.12
N -4.03 3.40 0.74
N -2.64 2.02 -0.46
H -4.21 4.06 1.47
H -4.75 2.87 0.28
H -1.86 1.38 -0.48
H -3.38 1.89 -1.13
C -0.12 -0.86 -3.92
O -0.84 0.14 -3.90
N 0.32 -1.41 -5.07
N 0.37 -1.42 -2.75
H 0.16 -0.92 -5.93
H 1.02 -2.14 -5.12
H 0.09 -0.91 -1.93
H 0.80 -2.32 -2.79
C 1.32 -1.98 3.46
O 2.08 -1.52 2.59
N 0.94 -3.28 3.43
N 0.94 -1.29 4.54
H 0.37 -3.72 4.13
H 1.22 -3.91 2.69
H 0.32 -1.75 5.18
H 1.20 -0.33 4.77
N 2.39 1.17 -2.46
C 2.21 2.11 -3.40
C 3.39 2.07 -4.24
C 4.26 1.13 -3.71
C 3.64 0.64 -2.55
H 1.78 0.98 -1.66
H 1.29 2.64 -3.61
H 3.58 2.64 -5.13
H 5.24 0.95 -4.09
H 3.96 -0.08 -1.81
N -2.44 -1.74 -0.07
C -3.21 -2.84 -0.29
C -3.63 -3.33 0.97
C -3.10 -2.53 1.94
C -2.36 -1.53 1.29
H -2.22 -1.06 -0.79
H -3.44 -3.10 -1.31
H -4.28 -4.13 1.29
H -3.25 -2.65 3.00
H -1.80 -0.67 1.65
```

Atom charges from the Löwdin analysis, given in e for atoms 1 to 6: number 1, Cu, carries 0.563; number 2, Cu, carries 0.606; number 3, N, carries -0.508; number 4, O, carries -0.078; number 5, O, carries -0.072; number 6, O, carries 0.040